No. 1
Here is a structure of composition C2H2KO2P at a distorted geometry from the OMol25 dataset. Energies are from the ωB97M-V functional and the def2-TZVPD basis.

Last column: natural (NBO) charge in e.
Positions of all 8 atoms, in Å:
1 P 1.856950 1.238519 0.361392  1.330
2 O 1.894342 -0.313846 0.600896  -1.001
3 C -0.063255 -0.867673 -0.263388  -0.460
4 H -0.531708 -1.719950 0.238888  0.178
5 H 0.481246 -1.028034 -1.213270  0.170
6 C -0.673843 0.380574 -0.145835  -0.290
7 O 0.280377 1.398402 -0.180574  -0.830
8 K -3.244111 0.912010 0.601892  0.903

Force components x, y, z for each atom (eV/Å):
-2.649 -4.706 0.164
2.078 4.097 0.046
-2.657 0.931 -1.628
-0.181 -0.021 -0.733
0.820 -0.261 1.165
0.724 -1.647 2.291
1.620 1.662 -1.257
0.246 -0.056 -0.047

Output
- HOMO-LUMO gap (alpha / beta): 4.56 / 4.57 eV
- Multiplicity: 1
- HOMO (alpha / beta): -5.5 / -5.5 eV

***

No. 2
Here is a cluster of 4 separate species, C3H17N2O3 in total at a distorted geometry from the OMol25 dataset. Energies are from the ωB97M-V functional and the def2-TZVPD basis.

Last column: natural (NBO) charge in e.
Positions of all 25 atoms, in Å:
1 C -1.540507 -1.750091 1.388082  -0.321
2 N -0.508568 -1.710442 2.378545  -0.292
3 C -0.677512 -1.926406 0.028683  -0.206
4 N 0.261176 -0.687382 -0.102004  -0.536
5 C -0.533458 0.558925 -0.317667  -0.452
6 H -2.264139 -2.574094 1.512363  0.329
7 H -2.206471 -0.875470 1.329956  0.278
8 H -0.321225 -2.604019 2.847656  0.447
9 H -0.619849 -0.963490 3.099536  0.447
10 H -0.178043 -2.875239 -0.033486  0.267
11 H -1.453315 -1.990889 -0.737359  0.286
12 H 0.810515 -0.937030 -0.979309  0.512
13 H 0.838911 -0.531584 0.730106  0.434
14 H 0.075401 1.429296 -0.509220  0.271
15 H -1.054957 0.369882 -1.255290  0.256
16 H -1.047473 0.886528 0.578597  0.234
17 H 2.515905 1.113113 -6.351967  0.487
18 H 1.895710 1.729936 -4.987292  0.461
19 O 1.733472 1.480001 -5.910025  -0.947
20 H 2.903645 -1.301638 -2.372421  0.519
21 H 2.680554 0.124495 -2.055065  0.504
22 O 2.215525 -0.721807 -2.018689  -0.978
23 H -0.840593 5.306000 4.504626  0.484
24 H -1.322596 3.919499 4.984762  0.467
25 O -1.362107 4.531905 4.246881  -0.951

Force components x, y, z for each atom (eV/Å):
0.805 0.160 -1.125
-3.310 -0.002 2.205
-1.191 1.130 1.040
-1.556 -1.509 -0.706
0.348 0.380 -0.913
0.770 -0.543 -0.016
0.889 0.159 0.239
0.828 -0.145 -0.444
0.846 -0.032 -0.649
0.829 -0.161 0.359
0.327 0.724 -0.367
0.743 0.884 0.776
0.424 -0.621 -0.572
0.904 -0.104 -0.216
-0.808 0.332 0.487
-0.738 -0.562 -0.114
-0.158 0.357 0.680
0.532 -0.208 -0.770
-0.358 -0.131 0.080
-0.302 -0.460 -0.053
-0.289 0.252 0.063
0.445 0.145 0.016
-0.206 -0.271 0.032
0.029 0.193 0.224
0.193 0.033 -0.254

Output
- HOMO-LUMO gap (alpha / beta): 8.24 / 2.20 eV
- Multiplicity: 2
- HOMO (alpha / beta): -15.6 / -15.6 eV
- Charge: +2

***

No. 3
Here is a structure of composition C23H32NRu at a distorted geometry from the OMol25 dataset. Energies are from the ωB97M-V functional and the def2-TZVPD basis.

Last column: natural (NBO) charge in e.
Positions of all 57 atoms, in Å:
1 C -0.609508 0.326925 -3.677322  0.098
2 C 0.017089 1.551003 -3.158966  -0.662
3 C 0.236757 -0.826570 -4.033010  -0.660
4 C -2.020344 0.078840 -3.355241  -0.668
5 H -0.023761 -1.233022 -5.024422  0.225
6 H 0.110315 -1.630685 -3.281772  0.205
7 H 1.292933 -0.532971 -4.018843  0.205
8 H -0.191146 2.422616 -3.808247  0.227
9 H 1.103594 1.418923 -3.069161  0.201
10 H -0.354189 1.760357 -2.130143  0.199
11 H -2.702098 0.493506 -4.118659  0.229
12 H -2.277681 0.524378 -2.372670  0.206
13 H -2.188510 -1.004350 -3.262530  0.201
14 C 2.616564 -2.106289 0.313247  -0.224
15 C 2.958290 -1.990826 -1.057200  -0.254
16 C 2.582762 -0.717085 -1.516176  -0.183
17 H 3.497889 -2.723789 -1.648321  0.235
18 C 1.983610 0.006896 -0.447801  -0.364
19 C 2.192068 -0.793535 0.779782  -0.455
20 H 2.459589 -0.369430 1.743028  0.226
21 H 2.858459 -2.942665 0.962710  0.231
22 H 2.780018 -0.278400 -2.494120  0.231
23 H 1.776571 1.073832 -0.463036  0.228
24 C -1.254014 -2.523057 0.772359  -0.432
25 C -0.001571 -3.282373 0.798057  -0.379
26 C 0.162561 -3.841498 -0.518268  -0.137
27 H 0.474564 -3.616134 1.709830  0.249
28 C -0.814820 -3.317141 -1.374349  -0.253
29 C -1.649233 -2.449675 -0.628002  -0.201
30 H -2.541572 -1.948795 -0.997051  0.237
31 H -1.886946 -2.354133 1.638570  0.267
32 H 0.912103 -4.585546 -0.797606  0.241
33 H -0.987005 -3.543823 -2.426846  0.247
34 Ru 0.216936 -1.168411 0.462288  0.869
35 C 0.175070 0.742244 3.671989  -0.426
36 N 0.705928 2.035916 3.149338  -0.343
37 C 2.067531 2.320975 3.690015  -0.414
38 C 0.696345 2.105189 1.637492  -0.265
39 C -0.661489 1.762129 1.138238  -0.057
40 C -1.584522 2.788043 1.382085  -0.237
41 C -2.949364 2.570725 1.232929  -0.217
42 C -3.365500 1.358770 0.704791  -0.184
43 C -2.433739 0.370355 0.376583  -0.236
44 C -1.069245 0.523381 0.604176  -0.214
45 H 0.753947 -0.085963 3.240898  0.230
46 H -0.881750 0.651609 3.404988  0.256
47 H 0.284788 0.756691 4.762301  0.231
48 H 0.068290 2.777637 3.469178  0.434
49 H 2.762360 1.560879 3.311571  0.232
50 H 2.372524 3.310284 3.345307  0.236
51 H 2.020633 2.288366 4.781353  0.235
52 H 0.964631 3.145100 1.390587  0.232
53 H 1.513869 1.465025 1.311186  0.243
54 H -1.222408 3.752250 1.760104  0.201
55 H -3.661568 3.345393 1.537583  0.232
56 H -4.434252 1.137722 0.584133  0.231
57 H -2.852370 -0.559802 0.013089  0.212

Force components x, y, z for each atom (eV/Å):
0.306 -0.227 0.391
0.293 0.583 0.409
0.332 -0.279 -0.171
-0.716 -0.148 0.259
0.160 -0.071 0.254
0.093 0.087 -0.338
-0.233 -0.256 -0.291
0.129 -0.090 0.410
-0.166 0.253 -0.198
0.043 0.179 -0.476
-0.019 -0.187 0.307
-0.054 -0.023 -0.455
-0.231 0.225 -0.231
1.829 0.610 -0.579
-0.147 0.185 0.663
-0.251 0.004 -0.018
-0.378 -0.053 0.101
0.943 -0.052 1.210
0.562 0.706 -0.891
-0.104 -0.255 0.046
-0.077 0.197 -0.179
-0.227 -0.404 0.264
0.166 -0.334 -0.275
-0.783 -1.259 -0.198
-1.855 -2.204 -0.240
0.339 0.386 1.035
-0.021 -0.137 -0.156
-0.686 0.698 0.097
0.095 -0.826 0.755
0.470 -0.259 -0.077
0.047 0.124 -0.218
-0.029 0.595 0.046
0.361 0.086 0.353
-0.301 2.163 -2.360
-0.091 -0.128 0.332
0.025 0.088 0.305
0.006 -0.004 0.025
0.634 0.113 -0.155
-0.532 0.378 -0.376
-0.373 -0.169 0.202
0.032 0.522 0.032
-0.220 -0.303 0.041
-0.844 0.325 0.249
0.886 -0.572 0.439
-0.177 0.311 0.110
0.303 -0.010 -0.010
-0.024 -0.072 -0.276
0.164 -0.276 -0.050
-0.231 0.211 0.133
0.030 -0.139 0.076
0.106 0.042 -0.215
-0.075 -0.339 0.083
-0.264 0.035 0.124
-0.177 -0.244 -0.142
0.251 -0.335 -0.284
0.502 0.186 -0.004
0.180 0.361 0.113

Output
- HOMO-LUMO gap (alpha / beta): 5.52 / 6.58 eV
- Multiplicity: 5
- HOMO (alpha / beta): -8.8 / -10.6 eV
- Charge: +1

***

No. 4
Here is an isolated molecule of C3H7N3 at a distorted geometry from the OMol25 dataset. Energies are from the ωB97M-V functional and the def2-TZVPD basis.

Last column: natural (NBO) charge in e.
Positions of all 13 atoms, in Å:
1 N -0.439811 -1.681755 1.226697  -0.778
2 C -0.151633 -0.670091 0.475086  0.574
3 N 0.952109 0.148690 0.501603  -0.637
4 C 0.960440 0.984072 -0.621638  -0.221
5 C -0.523364 1.162854 -0.895215  -0.219
6 N -0.940640 -0.229141 -0.594129  -0.618
7 H 0.245966 -1.867211 1.926557  0.338
8 H 1.885545 -0.123047 0.859153  0.404
9 H 1.411583 1.998109 -0.435426  0.196
10 H 1.445231 0.597907 -1.542230  0.178
11 H -0.989983 1.835399 -0.151695  0.178
12 H -0.816971 1.483801 -1.895332  0.209
13 H -1.895637 -0.450534 -0.449619  0.395

Force components x, y, z for each atom (eV/Å):
-0.752 1.192 -1.447
-0.048 -1.799 0.695
1.869 -0.314 1.169
0.355 3.035 -1.921
-0.888 -0.804 0.677
0.852 0.226 0.322
0.648 0.030 0.406
-1.472 -0.205 -0.150
-0.193 -0.966 0.049
-0.071 -0.234 0.486
0.312 0.041 -0.286
0.285 -0.184 0.038
-0.897 -0.019 -0.038

Output
- HOMO-LUMO gap: 9.61 eV
- Multiplicity: 1
- HOMO: -8.7 eV
- SMILES: N=C1NCCN1